C74H166F30N5P7 | the ωB97M-V functional and the def2-TZVPD basis

Bonds (Å) are listed after each position.
Positions of all 282 atoms, in Å:
1 C -12.30705 22.66710 -18.02938  C2 1.490, H18 1.090, H19 1.090, H20 1.090
2 C -13.16272 21.52208 -18.45139  C1 1.490, C3 1.496, H21 1.090, H22 1.090
3 C -12.62256 20.14261 -18.66253  C2 1.496, C4 1.550, H23 1.090, H24 1.090
4 C -13.65466 18.98780 -18.71325  C3 1.550, P5 1.814, H25 1.090, H26 1.090
5 P -13.04388 17.34543 -18.24223  C4 1.814, C6 1.822, C10 1.834, C14 1.808
6 C -12.63095 17.65536 -16.49536  P5 1.822, C7 1.596, H27 1.090, H28 1.090
7 C -12.54739 16.44560 -15.45774  C6 1.596, C8 1.477, H29 1.090, H30 1.090
8 C -12.50142 16.92891 -14.06314  C7 1.477, C9 1.555, H31 1.090, H32 1.090
9 C -12.40333 15.69226 -13.12485  C8 1.555, H33 1.090, H34 1.090, H35 1.090
10 C -11.54831 16.87897 -19.19542  P5 1.834, C11 1.556, H36 1.090, H37 1.090
11 C -10.15995 17.48830 -18.84460  C10 1.556, C12 1.542, H38 1.090, H39 1.090
12 C -9.10767 17.11875 -19.90958  C11 1.542, C13 1.504, H40 1.090, H41 1.090
13 C -7.88146 17.96057 -19.68584  C12 1.504, H42 1.090, H43 1.090, H44 1.090
14 C -14.24196 16.00058 -18.39983  P5 1.808, C15 1.569, H45 1.090, H46 1.090
15 C -14.94811 16.02735 -19.80018  C14 1.569, C16 1.507, H47 1.090, H48 1.090
16 C -16.09359 15.07678 -20.03303  C15 1.507, C17 1.519, H49 1.090, H50 1.090
17 C -15.76516 13.79906 -20.78552  C16 1.519, H51 1.090, H52 1.090, H53 1.090
18 H -11.80927 23.02527 -18.93050  C1 1.090
19 H -11.45351 22.23263 -17.50899  C1 1.090
20 H -12.82723 23.45070 -17.47850  C1 1.090
21 H -13.46345 21.76585 -19.47033  C2 1.090
22 H -14.00890 21.27156 -17.81161  C2 1.090
23 H -11.85625 20.01481 -17.89798  C3 1.090
24 H -11.89835 20.02975 -19.46930  C3 1.090
25 H -13.79426 18.75111 -19.76804  C4 1.090
26 H -14.55436 19.24031 -18.15211  C4 1.090
27 H -13.39752 18.30251 -16.06916  C6 1.090
28 H -11.67182 18.15267 -16.63977  C6 1.090
29 H -11.67047 15.88679 -15.78460  C7 1.090
30 H -13.41056 15.79831 -15.61275  C7 1.090
31 H -13.41727 17.46953 -13.82426  C8 1.090
32 H -11.59659 17.53481 -14.01561  C8 1.090
33 H -13.23841 15.00653 -13.26809  C9 1.090
34 H -12.28303 15.97228 -12.07832  C9 1.090
35 H -11.46490 15.25891 -13.47075  C9 1.090
36 H -11.82309 17.31104 -20.15765  C10 1.090
37 H -11.44529 15.82649 -19.45956  C10 1.090
38 H -9.85222 17.17901 -17.84573  C11 1.090
39 H -10.23859 18.57521 -18.82113  C11 1.090
40 H -9.53138 17.23380 -20.90724  C12 1.090
41 H -8.73593 16.09426 -19.92756  C12 1.090
42 H -8.11468 19.02286 -19.75842  C13 1.090
43 H -7.10035 17.68332 -20.39372  C13 1.090
44 H -7.45326 17.74885 -18.70608  C13 1.090
45 H -15.09630 16.26814 -17.77804  C14 1.090
46 H -13.80216 15.01989 -18.21838  C14 1.090
47 H -14.20924 15.77156 -20.55963  C15 1.090
48 H -15.10118 17.07161 -20.07251  C15 1.090
49 H -16.96376 15.50129 -20.53373  C16 1.090
50 H -16.36996 14.64851 -19.06956  C16 1.090
51 H -15.37456 14.10434 -21.75627  C17 1.090
52 H -16.66187 13.21011 -20.97827  C17 1.090
53 H -14.95077 13.27642 -20.28379  C17 1.090
54 C -16.26453 5.00606 -7.12404  C55 1.570, H71 1.090, H72 1.090, H73 1.090
55 C -16.22407 4.75239 -8.67293  C54 1.570, C56 1.616, H74 1.090, H75 1.090
56 C -15.02982 5.61369 -9.33882  C55 1.616, C57 1.494, H76 1.090, H77 1.090
57 C -15.24520 7.09195 -9.31745  C56 1.494, P58 1.912, H78 1.090, H79 1.090
58 P -16.70111 7.81995 -10.31970  C57 1.912, C59 1.825, C63 1.887, C67 1.795
59 C -18.28286 7.65790 -9.42325  P58 1.825, C60 1.576, H80 1.090, H81 1.090
60 C -19.56066 7.95239 -10.29834  C59 1.576, C61 1.627, H82 1.090, H83 1.090
61 C -20.92953 7.26924 -9.74437  C60 1.627, C62 1.563, H84 1.090, H85 1.090
62 C -21.06038 5.71421 -9.65042  C61 1.563, H86 1.090, H87 1.090, H88 1.090
63 C -16.55408 9.70100 -10.34651  P58 1.887, C64 1.547, H89 1.090, H90 1.090
64 C -15.19400 10.08187 -10.97879  C63 1.547, C65 1.538, H91 1.090, H92 1.090
65 C -14.01574 10.42377 -10.05140  C64 1.538, C66 1.535, H93 1.090, H94 1.090
66 C -14.25482 11.77494 -9.36279  C65 1.535, H95 1.090, H96 1.090, H97 1.090
67 C -16.89059 7.18101 -11.98684  P58 1.795, C68 1.625, H98 1.090, H99 1.090
68 C -17.43273 5.66403 -12.19658  C67 1.625, C69 1.523, H100 1.090, H101 1.090
69 C -17.95430 5.30455 -13.58189  C68 1.523, C70 1.549, H102 1.090, H103 1.090
70 C -18.00203 3.79493 -13.92375  C69 1.549, H104 1.090, H105 1.090, H106 1.090
71 H -16.91906 4.21987 -6.74774  C54 1.090
72 H -16.72312 5.95495 -6.84583  C54 1.090
73 H -15.34194 4.95020 -6.54629  C54 1.090
74 H -17.21502 4.82709 -9.12075  C55 1.090
75 H -15.90037 3.74383 -8.93005  C55 1.090
76 H -14.73883 5.25268 -10.32527  C56 1.090
77 H -14.11895 5.45821 -8.76066  C56 1.090
78 H -14.40063 7.60361 -9.77899  C57 1.090
79 H -15.34830 7.39212 -8.27468  C57 1.090
80 H -18.19818 8.39441 -8.62419  C59 1.090
81 H -18.41718 6.71501 -8.89314  C59 1.090
82 H -19.51576 7.68011 -11.35283  C60 1.090
83 H -19.65017 9.03824 -10.33030  C60 1.090
84 H -21.73852 7.67105 -10.35443  C61 1.090
85 H -21.01077 7.59791 -8.70829  C61 1.090
86 H -20.47515 5.33789 -8.81137  C62 1.090
87 H -20.47681 5.19356 -10.40967  C62 1.090
88 H -22.09641 5.39021 -9.55162  C62 1.090
89 H -16.62634 9.98685 -9.29714  C63 1.090
90 H -17.31687 10.08651 -11.02298  C63 1.090
91 H -15.23186 10.92490 -11.66870  C64 1.090
92 H -14.88748 9.26575 -11.63310  C64 1.090
93 H -13.06286 10.51630 -10.57252  C65 1.090
94 H -13.97480 9.69567 -9.24128  C65 1.090
95 H -13.94783 12.39810 -10.20276  C66 1.090
96 H -13.63799 12.15271 -8.54737  C66 1.090
97 H -15.29535 12.05539 -9.19923  C66 1.090
98 H -16.01956 7.29571 -12.63201  C67 1.090
99 H -17.53788 7.90695 -12.47890  C67 1.090
100 H -18.29867 5.51450 -11.55169  C68 1.090
101 H -16.58444 5.04880 -11.89661  C68 1.090
102 H -17.39959 5.82672 -14.36148  C69 1.090
103 H -18.97483 5.62671 -13.78886  C69 1.090
104 H -18.61463 3.20134 -13.24516  C70 1.090
105 H -17.03318 3.29560 -13.91459  C70 1.090
106 H -18.38398 3.74234 -14.94329  C70 1.090
107 C -18.98931 15.04523 2.39166  C108 1.530, H117 1.090, H118 1.090, H119 1.090
108 C -20.46430 15.01236 1.98456  C107 1.530, C109 1.523, H120 1.090, H121 1.090
109 C -20.89097 14.34984 0.68131  C108 1.523, C110 1.551, H122 1.090, H123 1.090
110 C -20.28222 14.80826 -0.67005  C109 1.551, N111 1.601, H124 1.090, H125 1.090
111 N -20.68608 14.01662 -2.00206  C110 1.601, C112 1.490, C115 1.581, C116 1.572
112 C -19.96793 12.71127 -1.98249  N111 1.490, C113 1.526, H126 1.090, H127 1.090
113 C -19.68900 12.29009 -3.42201  C112 1.526, C114 1.550, H128 1.090, H129 1.090
114 C -19.33474 13.67645 -4.01742  C113 1.550, C115 1.457, H130 1.090, H131 1.090
115 C -20.15430 14.67156 -3.33911  N111 1.581, C114 1.457, H132 1.090, H133 1.090
116 C -22.24396 13.85847 -2.14441  N111 1.572, H134 1.090, H135 1.090, H136 1.090
117 H -18.54728 15.88160 1.85018  C107 1.090
118 H -18.58423 14.06876 2.12610  C107 1.090
119 H -18.71665 15.23356 3.43006  C107 1.090
120 H -20.90022 15.99141 2.18334  C108 1.090
121 H -20.92890 14.36572 2.72893  C108 1.090
122 H -21.97064 14.42553 0.55208  C109 1.090
123 H -20.63137 13.34100 1.00216  C109 1.090
124 H -19.19395 14.86260 -0.64166  C110 1.090
125 H -20.59986 15.81474 -0.94243  C110 1.090
126 H -20.62766 11.99774 -1.48879  C112 1.090
127 H -19.03648 12.79390 -1.42243  C112 1.090
128 H -20.58592 11.84282 -3.85050  C113 1.090
129 H -18.81207 11.67672 -3.62903  C113 1.090
130 H -19.59781 13.82002 -5.06541  C114 1.090
131 H -18.30412 14.03015 -4.04569  C114 1.090
132 H -21.04914 14.81673 -3.94431  C115 1.090
133 H -19.62754 15.60631 -3.14708  C115 1.090
134 H -22.36684 13.30809 -3.07719  C116 1.090
135 H -22.52579 14.91050 -2.10063  C116 1.090
136 H -22.61903 13.35118 -1.25554  C116 1.090
137 C -17.83267 13.54662 -7.64854  C138 1.529, H147 1.090, H148 1.090, H149 1.090
138 C -18.55691 12.58049 -8.58703  C137 1.529, C139 1.576, H150 1.090, H151 1.090
139 C -18.33425 12.90772 -10.11223  C138 1.576, C140 1.577, H152 1.090, H153 1.090
140 C -18.63483 14.39995 -10.52439  C139 1.577, N141 1.663, H154 1.090, H155 1.090
141 N -18.02036 14.81445 -12.01355  C140 1.663, C142 1.569, C145 1.493, C146 1.553
142 C -18.71306 16.18467 -12.33812  N141 1.569, C143 1.545, H156 1.090, H157 1.090
143 C -17.83870 17.24839 -11.63787  C142 1.545, C144 1.553, H158 1.090, H159 1.090
144 C -16.53121 16.48981 -11.28063  C143 1.553, C145 1.489, H160 1.090, H161 1.090
145 C -16.56694 15.12516 -11.87551  N141 1.493, C144 1.489, H162 1.090, H163 1.090
146 C -18.40903 13.83794 -13.15675  N141 1.553, H164 1.090, H165 1.090, H166 1.090
147 H -17.55809 13.05996 -6.71267  C137 1.090
148 H -18.50774 14.38764 -7.49019  C137 1.090
149 H -16.91357 13.93515 -8.08715  C137 1.090
150 H -19.58327 12.32010 -8.32838  C138 1.090
151 H -18.14270 11.57284 -8.55289  C138 1.090
152 H -19.02845 12.37426 -10.76154  C139 1.090
153 H -17.38750 12.58836 -10.54786  C139 1.090
154 H -18.24922 15.16593 -9.85157  C140 1.090
155 H -19.71181 14.52750 -10.63366  C140 1.090
156 H -18.60321 16.21987 -13.42200  C142 1.090
157 H -19.77571 16.25918 -12.10715  C142 1.090
158 H -17.57988 18.04350 -12.33709  C143 1.090
159 H -18.32662 17.67237 -10.76021  C143 1.090
160 H -15.67137 16.98616 -11.73054  C144 1.090
161 H -16.31950 16.58261 -10.21542  C144 1.090
162 H -16.19848 14.99092 -12.89252  C145 1.090
163 H -16.15387 14.27399 -11.33423  C145 1.090
164 H -17.89610 12.92847 -12.84391  C146 1.090
165 H -17.92183 14.09072 -14.09847  C146 1.090
166 H -19.47934 13.63398 -13.12604  C146 1.090
167 C -15.61286 23.99144 -8.87834  C168 1.519, H176 1.090, H177 1.090, H178 1.090
168 C -16.07909 23.76140 -10.30558  C167 1.519, C169 1.631, H179 1.090, H180 1.090
169 C -14.94029 22.91455 -11.11021  C168 1.631, N170 1.554, H181 1.090, H182 1.090
170 N -15.50262 22.38281 -12.45778  C169 1.554, C171 1.569, C172 1.560, C175 1.577
171 C -14.29919 21.86744 -13.32188  N170 1.569, H183 1.090, H184 1.090, H185 1.090
172 C -16.38600 23.40403 -13.23865  N170 1.560, C173 1.447, H186 1.090, H187 1.090
173 C -17.56474 22.69574 -13.68741  C172 1.447, C174 1.521, H188 1.090, H189 1.090
174 C -17.89620 21.61991 -12.66491  C173 1.521, C175 1.536, H190 1.090, H191 1.090
175 C -16.49083 21.17429 -12.23459  N170 1.577, C174 1.536, H192 1.090, H193 1.090
176 H -14.55151 24.23484 -8.82937  C167 1.090
177 H -15.77049 23.07233 -8.31401  C167 1.090
178 H -16.15024 24.72139 -8.27294  C167 1.090
179 H -16.30676 24.78464 -10.60429  C168 1.090
180 H -17.03987 23.25414 -10.21790  C168 1.090
181 H -14.58474 22.09246 -10.48903  C169 1.090
182 H -14.13766 23.57523 -11.43792  C169 1.090
183 H -13.89735 22.71620 -13.87527  C171 1.090
184 H -14.95196 21.41652 -14.06931  C171 1.090
185 H -13.54314 21.29158 -12.78813  C171 1.090
186 H -15.87400 23.72134 -14.14709  C172 1.090
187 H -16.76564 24.24074 -12.65221  C172 1.090
188 H -17.39984 22.32593 -14.69942  C173 1.090
189 H -18.35891 23.42353 -13.85399  C173 1.090
190 H -18.54948 20.88947 -13.14217  C174 1.090
191 H -18.33543 22.07552 -11.77744  C174 1.090
192 H -16.26524 20.35970 -12.92282  C175 1.090
193 H -16.53385 20.88244 -11.18528  C175 1.090
194 C -20.93650 19.30846 -4.01540  C195 1.551, H203 1.090, H204 1.090, H205 1.090
195 C -19.79428 19.83483 -4.92241  C194 1.551, C196 1.527, H206 1.090, H207 1.090
196 C -18.80689 18.76499 -5.38411  C195 1.527, N197 1.564, H208 1.090, H209 1.090
197 N -17.55796 19.22154 -6.20663  C196 1.564, C198 1.581, C199 1.628, C202 1.556
198 C -17.97047 19.68893 -7.65911  N197 1.581, H210 1.090, H211 1.090, H212 1.090
199 C -16.68677 20.34489 -5.41310  N197 1.628, C200 1.568, H213 1.090, H214 1.090
200 C -15.67091 19.49777 -4.57166  C199 1.568, C201 1.555, H215 1.090, H216 1.090
201 C -15.25497 18.43772 -5.63106  C200 1.555, C202 1.521, H217 1.090, H218 1.090
202 C -16.54626 18.04641 -6.33325  N197 1.556, C201 1.521, H219 1.090, H220 1.090
203 H -20.61472 19.11932 -2.99130  C194 1.090
204 H -21.46078 18.40286 -4.32052  C194 1.090
205 H -21.68176 20.08671 -3.85105  C194 1.090
206 H -19.28899 20.57848 -4.30614  C195 1.090
207 H -20.15989 20.31382 -5.83070  C195 1.090
208 H -19.20740 17.95636 -5.99552  C196 1.090
209 H -18.29216 18.34544 -4.51975  C196 1.090
210 H -18.66457 20.52647 -7.58939  C198 1.090
211 H -18.39634 18.75648 -8.02959  C198 1.090
212 H -17.06782 20.13518 -8.07644  C198 1.090
213 H -16.19454 20.91861 -6.19839  C199 1.090
214 H -17.37984 20.91208 -4.79178  C199 1.090
215 H -14.78883 19.99996 -4.17438  C200 1.090
216 H -16.17134 18.91731 -3.79659  C200 1.090
217 H -14.70236 18.90733 -6.44480  C201 1.090
218 H -14.66517 17.71012 -5.07353  C201 1.090
219 H -16.54853 17.77573 -7.38910  C202 1.090
220 H -16.87319 17.15411 -5.79940  C202 1.090
221 C -22.21221 17.95724 -15.69847  C222 1.544, H230 1.090, H231 1.090, H232 1.090
222 C -22.32101 16.74284 -16.64578  C221 1.544, C223 1.599, H233 1.090, H234 1.090
223 C -20.91017 16.28447 -17.24325  C222 1.599, N224 1.592, H235 1.090, H236 1.090
224 N -20.92373 14.81947 -17.86682  C223 1.592, C225 1.559, C226 1.553, C229 1.533
225 C -22.22555 14.58168 -18.69105  N224 1.559, H237 1.090, H238 1.090, H239 1.090
226 C -20.82658 13.72640 -16.76800  N224 1.553, C227 1.503, H240 1.090, H241 1.090
227 C -20.16099 12.49980 -17.32719  C226 1.503, C228 1.530, H242 1.090, H243 1.090
228 C -19.45181 13.04083 -18.57014  C227 1.530, C229 1.532, H244 1.090, H245 1.090
229 C -19.67948 14.54810 -18.71949  N224 1.533, C228 1.532, H246 1.090, H247 1.090
230 H -21.78793 18.82971 -16.19533  C221 1.090
231 H -21.75198 17.66853 -14.75352  C221 1.090
232 H -23.19676 18.33707 -15.42554  C221 1.090
233 H -22.97956 17.19099 -17.38981  C222 1.090
234 H -22.85633 15.91332 -16.18382  C222 1.090
235 H -20.08697 16.17000 -16.53803  C223 1.090
236 H -20.41007 16.95579 -17.94135  C223 1.090
237 H -23.04554 14.56838 -17.97303  C225 1.090
238 H -22.33718 13.59319 -19.13662  C225 1.090
239 H -22.35711 15.39325 -19.40668  C225 1.090
240 H -21.83858 13.52150 -16.41876  C226 1.090
241 H -20.36770 14.11762 -15.86001  C226 1.090
242 H -20.84237 11.68578 -17.57453  C227 1.090
243 H -19.42563 12.13754 -16.60878  C227 1.090
244 H -19.76933 12.70187 -19.55624  C228 1.090
245 H -18.37942 12.84604 -18.55978  C228 1.090
246 H -19.86800 14.97880 -19.70288  C229 1.090
247 H -18.83331 15.11425 -18.33017  C229 1.090
248 P -22.71442 14.64345 -13.08843  F249 1.602, F250 1.629, F251 1.652, F252 1.632, F253 1.539, F254 1.678
249 F -22.09826 13.29474 -13.69473  P248 1.602
250 F -23.94037 13.81846 -12.40168  P248 1.629
251 F -21.87013 14.20491 -11.73794  P248 1.652
252 F -23.23753 15.81764 -12.08294  P248 1.632
253 F -21.47555 15.45562 -13.50650  P248 1.539
254 F -23.78276 14.94443 -14.34681  P248 1.678
255 P -18.60266 9.69181 -14.87505  F256 1.651, F257 1.600, F258 1.648, F259 1.684, F260 1.629, F261 1.649
256 F -19.00013 8.10007 -15.06213  P255 1.651
257 F -18.02056 9.80070 -16.36109  P255 1.600
258 F -20.06923 10.22779 -15.40329  P255 1.648
259 F -18.01288 11.23951 -14.57012  P255 1.684
260 F -19.26209 9.80347 -13.38981  P255 1.629
261 F -17.10137 9.41176 -14.25370  P255 1.649
262 P -17.05843 18.38272 -15.46736  F263 1.638, F264 1.561, F265 1.598, F266 1.653, F267 1.667, F268 1.619
263 F -18.48150 18.58132 -14.68128  P262 1.638
264 F -16.70189 19.90225 -15.48754  P262 1.561
265 F -16.07827 18.03630 -14.25439  P262 1.598
266 F -15.71022 18.12613 -16.38812  P262 1.653
267 F -17.36681 16.74568 -15.41236  P262 1.667
268 F -17.86142 18.41037 -16.87280  P262 1.619
269 P -22.68768 11.11562 -9.24352  F270 1.627, F271 1.686, F272 1.621, F273 1.586, F274 1.635, F275 1.627
270 F -22.05563 12.59616 -9.00928  P269 1.627
271 F -21.11012 10.86196 -9.78063  P269 1.686
272 F -22.34553 10.52261 -7.77467  P269 1.621
273 F -23.25605 9.70103 -9.68065  P269 1.586
274 F -24.10306 11.65688 -8.62882  P269 1.635
275 F -23.24574 11.64976 -10.67492  P269 1.627
276 P -21.09605 16.51971 -8.16986  F277 1.691, F278 1.655, F279 1.641, F280 1.619, F281 1.649, F282 1.651
277 F -19.41538 16.70491 -8.18411  P276 1.691
278 F -21.20866 17.82177 -7.15398  P276 1.655
279 F -21.25104 17.44618 -9.51529  P276 1.641
280 F -22.71012 16.41424 -8.11159  P276 1.619
281 F -21.22085 15.09867 -8.99761  P276 1.649
282 F -20.97362 15.54145 -6.84560  P276 1.651

Electronic energy, Ha: -8578.7122
Charge: +1
Multiplicity: 2
Gap between HOMO and LUMO (alpha / beta), eV: 2.27 / 8.02
<S²>: 0.751
Lowest unoccupied orbital energy (alpha / beta), eV: -1.72 / -1.80

Here are the Mulliken charges for atoms 1 to 4, given in e: C -1.301; C -0.102; C -1.020; C -0.921